[1]
{
  "formula": "C5H6N",
  "method": "ωB97M-V/def2-TZVPD",
  "multiplicity": 1,
  "charge": 1,
  "max_force_ev_per_a": 2.25,
  "orbital_gap_ev": 8.116,
  "lumo_energy_ev": -5.951,
  "e_homo_ev": -14.1,
  "total_energy_ha": -248.36059,
  "symbols": ["C", "C", "C", "C", "C", "N", "H", "H", "H", "H", "H", "H"],
  "positions_angstrom": [[1.71, 0.03, -0.45], [-0.58, 1.31, 0.22], [-1.48, 0.32, 0.25], [1.96, 0.17, 0.99], [0.55, 0.35, 0.40], [-0.51, -0.77, 0.60], [2.07, 0.90, -0.88], [1.85, -0.85, -1.02], [-0.59, 2.45, 0.14], [-2.48, 0.01, 0.33], [-0.51, -0.94, 1.63], [-0.48, -1.69, 0.05]]
}

***

[2]
{
  "formula": "C5H6N",
  "method": "ωB97M-V/def2-TZVPD",
  "multiplicity": 1,
  "charge": 1,
  "max_force_ev_per_a": 5.45,
  "orbital_gap_ev": 8.861,
  "lumo_energy_ev": -4.332,
  "e_homo_ev": -13.2,
  "total_energy_ha": -248.35440,
  "symbols": ["C", "C", "C", "C", "C", "N", "H", "H", "H", "H", "H", "H"],
  "positions_angstrom": [[-1.72, -0.58, 0.12], [-0.33, -1.14, -0.19], [-0.94, 0.86, 0.14], [-2.39, 0.64, -0.24], [0.43, -0.04, -0.13], [1.79, 0.41, -0.28], [-2.26, -1.16, 0.86], [-0.12, -2.19, -0.30], [-0.85, 1.58, 0.96], [2.12, 0.87, 0.59], [1.85, 1.11, -1.04], [2.42, -0.38, -0.49]]
}

***

[3]
{
  "formula": "C5H6N",
  "method": "ωB97M-V/def2-TZVPD",
  "multiplicity": 1,
  "charge": 1,
  "max_force_ev_per_a": 4.16,
  "orbital_gap_ev": 10.369,
  "lumo_energy_ev": -4.202,
  "e_homo_ev": -14.6,
  "total_energy_ha": -248.41257,
  "symbols": ["C", "C", "C", "C", "C", "N", "H", "H", "H", "H", "H", "H"],
  "positions_angstrom": [[-2.64, 0.59, -0.27], [-1.63, 0.07, 0.11], [1.86, 1.03, 0.15], [0.46, -1.22, -0.35], [1.08, 0.05, -0.23], [-0.45, -0.41, 0.50], [-3.60, 0.76, -0.67], [2.83, 1.12, -0.28], [1.45, 1.81, 0.71], [0.06, -1.41, -1.24], [0.90, -2.00, 0.07], [-0.31, -0.37, 1.50]]
}

***

[4]
{
  "formula": "C5H6N",
  "method": "ωB97M-V/def2-TZVPD",
  "multiplicity": 1,
  "charge": 1,
  "max_force_ev_per_a": 3.42,
  "orbital_gap_ev": 5.997,
  "lumo_energy_ev": -7.058,
  "e_homo_ev": -13.1,
  "total_energy_ha": -248.31209,
  "symbols": ["C", "C", "C", "C", "C", "N", "H", "H", "H", "H", "H", "H"],
  "positions_angstrom": [[2.70, 0.07, -0.41], [1.97, 0.85, 0.39], [-1.95, -0.71, 0.20], [1.48, -0.81, -0.46], [-2.47, 0.21, -0.44], [0.70, -0.11, 0.24], [3.70, -0.08, -0.95], [-1.22, -1.35, 0.69], [1.09, -1.82, -0.85], [-3.58, 0.01, -0.30], [2.03, 1.85, 0.81], [-2.11, 0.79, -1.25]]
}

***

[5]
{
  "formula": "C5H6N2",
  "method": "ωB97M-V/def2-TZVPD",
  "multiplicity": 1,
  "max_force_ev_per_a": 4.80,
  "orbital_gap_ev": 9.330,
  "lumo_energy_ev": 0.322,
  "e_homo_ev": -9.0,
  "total_energy_ha": -303.45172,
  "symbols": ["C", "C", "C", "C", "C", "N", "N", "H", "H", "H", "H", "H", "H"],
  "positions_angstrom": [[-0.01, -0.95, -0.33], [1.30, -0.63, -0.35], [-0.71, 0.32, -0.15], [2.49, -0.14, 0.33], [-2.21, 0.36, -0.07], [-0.01, 1.41, -0.03], [1.55, 0.72, -0.42], [-0.52, -1.95, -0.09], [2.30, -0.24, 1.34], [3.58, -0.25, 0.00], [-2.62, -0.51, 0.18], [-2.48, 1.22, 0.58], [-2.67, 0.64, -1.00]]
}

***

[6]
{
  "formula": "C5H6N2",
  "method": "ωB97M-V/def2-TZVPD",
  "multiplicity": 1,
  "max_force_ev_per_a": 4.87,
  "orbital_gap_ev": 8.793,
  "lumo_energy_ev": 0.453,
  "e_homo_ev": -8.3,
  "total_energy_ha": -303.55364,
  "symbols": ["C", "C", "C", "C", "C", "H", "H", "H", "H", "H", "H", "N", "N"],
  "positions_angstrom": [[-0.88, 1.98, 1.35], [0.30, 1.42, 0.79], [0.22, 0.22, -0.01], [1.16, -1.35, -1.20], [-0.03, -1.92, -0.90], [-1.70, 1.40, 0.90], [-0.89, 2.94, 1.93], [1.39, 1.62, 0.84], [1.98, -1.73, -1.99], [-0.47, -2.82, -1.13], [-1.68, -0.86, 0.34], [1.37, -0.08, -0.67], [-0.77, -0.83, -0.25]]
}

***

[7]
{
  "formula": "C5H6N2",
  "method": "ωB97M-V/def2-TZVPD",
  "multiplicity": 1,
  "max_force_ev_per_a": 2.85,
  "orbital_gap_ev": 10.207,
  "lumo_energy_ev": 0.920,
  "e_homo_ev": -9.3,
  "total_energy_ha": -303.46444,
  "symbols": ["N", "C", "C", "C", "C", "C", "N", "H", "H", "H", "H", "H", "H"],
  "positions_angstrom": [[1.76, -0.14, 1.49], [1.60, 0.95, 0.88], [1.38, 0.07, -0.26], [0.01, -0.16, -0.85], [-0.98, -1.01, -0.03], [-1.52, 0.37, 0.22], [-0.75, 1.07, -0.52], [2.15, -0.14, -0.98], [0.04, -0.37, -1.93], [-1.66, -1.61, -0.64], [-0.56, -1.60, 0.79], [-2.49, 0.69, 0.57], [1.03, 1.86, 1.26]]
}

***

[8]
{
  "formula": "C5H6N2",
  "method": "ωB97M-V/def2-TZVPD",
  "multiplicity": 1,
  "max_force_ev_per_a": 3.66,
  "orbital_gap_ev": 9.570,
  "lumo_energy_ev": 0.878,
  "e_homo_ev": -8.7,
  "total_energy_ha": -303.52890,
  "symbols": ["C", "C", "C", "C", "C", "H", "H", "H", "H", "H", "H", "N", "N"],
  "positions_angstrom": [[-1.51, -1.53, 0.08], [-0.68, -0.50, -0.06], [1.59, 0.53, -0.02], [-1.24, 0.84, -0.06], [-1.61, 2.02, -0.02], [-1.17, -2.56, 0.06], [-2.53, -1.35, 0.12], [1.15, -1.40, -0.22], [1.02, 1.48, -0.06], [3.21, -0.52, 0.04], [-1.80, 3.07, 0.18], [0.71, -0.53, -0.11], [2.85, 0.45, 0.07]]
}

***

[9]
{
  "formula": "C5H6N2",
  "method": "ωB97M-V/def2-TZVPD",
  "multiplicity": 1,
  "max_force_ev_per_a": 4.01,
  "orbital_gap_ev": [7.814, 6.495],
  "lumo_energy_ev": [-0.762, -1.988],
  "e_homo_ev": [-8.6, -8.5],
  "total_energy_ha": -303.43879,
  "symbols": ["C", "C", "C", "C", "C", "N", "N", "H", "H", "H", "H", "H", "H"],
  "positions_angstrom": [[0.33, -1.50, -1.53], [1.41, -0.82, -0.90], [-0.82, -1.11, -0.83], [0.90, -0.16, 0.17], [-1.22, 2.14, 0.56], [-1.94, 1.19, 0.87], [-0.40, -0.44, 0.21], [0.36, -2.08, -2.43], [2.43, -0.91, -1.04], [-1.80, -1.45, -1.01], [1.43, 0.23, 1.10], [-1.43, 3.16, 0.57], [-0.14, 1.90, 0.10]]
}

***

[10]
{
  "formula": "C5H6N2",
  "method": "ωB97M-V/def2-TZVPD",
  "multiplicity": 1,
  "max_force_ev_per_a": 4.09,
  "orbital_gap_ev": 8.307,
  "lumo_energy_ev": -1.405,
  "e_homo_ev": -9.7,
  "total_energy_ha": -303.37383,
  "symbols": ["C", "C", "C", "C", "C", "N", "N", "H", "H", "H", "H", "H", "H"],
  "positions_angstrom": [[2.89, -0.88, 0.22], [1.64, -1.33, 0.66], [3.27, 0.37, -0.22], [-1.25, -0.56, -0.26], [-0.19, 0.39, 0.21], [2.05, 0.88, -0.18], [1.21, -0.07, 0.28], [4.16, 0.71, -0.56], [-2.18, -0.21, -0.06], [-1.34, -0.72, -1.40], [-1.12, -1.49, 0.25], [-0.21, 1.28, -0.47], [-0.57, 0.81, 1.25]]
}

***

[11]
{
  "formula": "C5H6N2",
  "method": "ωB97M-V/def2-TZVPD",
  "multiplicity": 1,
  "max_force_ev_per_a": 6.91,
  "orbital_gap_ev": 10.557,
  "lumo_energy_ev": 0.696,
  "e_homo_ev": -9.9,
  "total_energy_ha": -303.49150,
  "symbols": ["C", "C", "C", "C", "C", "N", "N", "H", "H", "H", "H", "H", "H"],
  "positions_angstrom": [[1.91, 0.97, 1.32], [0.78, 0.64, 1.23], [-0.99, -0.59, 2.63], [-0.86, -0.67, -0.18], [-0.59, 0.22, 1.08], [-1.34, -1.15, 3.55], [-0.16, 0.03, -1.29], [2.90, 1.03, 1.47], [-0.44, -1.68, 0.01], [-1.99, -0.65, -0.31], [-1.39, 0.88, 1.20], [-0.15, -0.40, -2.20], [0.87, 0.22, -1.00]]
}

***

[12]
{
  "formula": "C5H6N2",
  "method": "ωB97M-V/def2-TZVPD",
  "multiplicity": 1,
  "max_force_ev_per_a": 1.00,
  "orbital_gap_ev": 8.990,
  "lumo_energy_ev": 0.644,
  "e_homo_ev": -8.3,
  "total_energy_ha": -303.47506,
  "symbols": ["N", "C", "C", "C", "C", "C", "N", "H", "H", "H", "H", "H", "H"],
  "positions_angstrom": [[-1.78, 0.27, -2.20], [-0.74, 0.40, -1.72], [0.52, 0.67, -1.02], [0.62, 1.14, 0.39], [-0.52, 0.42, 1.15], [-0.04, -0.96, 0.70], [1.00, -0.45, -0.21], [1.29, 1.04, -1.70], [1.98, -0.64, -0.11], [-0.43, 0.57, 2.23], [-1.55, 0.67, 0.85], [0.43, -1.55, 1.48], [-0.77, -1.58, 0.16]]
}

***

[13]
{
  "formula": "C5H6N2",
  "method": "ωB97M-V/def2-TZVPD",
  "multiplicity": 1,
  "max_force_ev_per_a": 9.39,
  "orbital_gap_ev": 10.543,
  "lumo_energy_ev": 0.636,
  "e_homo_ev": -9.9,
  "total_energy_ha": -303.51193,
  "symbols": ["C", "C", "C", "C", "C", "H", "H", "H", "H", "H", "H", "N", "N"],
  "positions_angstrom": [[1.28, 0.91, 1.34], [0.37, 0.24, 0.28], [0.12, -1.15, 0.09], [-0.85, -1.44, -0.70], [-1.16, 0.54, -1.46], [0.62, 1.14, 2.37], [1.34, 1.86, 0.60], [2.23, 0.49, 1.42], [0.90, -2.03, 0.38], [-1.33, -2.59, -0.44], [-1.44, 1.57, -2.07], [-1.74, -0.62, -1.41], [-0.35, 1.09, -0.41]]
}

***

[14]
{
  "formula": "C5H6N2O",
  "method": "ωB97M-V/def2-TZVPD",
  "multiplicity": 1,
  "max_force_ev_per_a": 6.36,
  "orbital_gap_ev": 9.300,
  "lumo_energy_ev": 0.787,
  "e_homo_ev": -8.5,
  "total_energy_ha": -378.71411,
  "symbols": ["C", "C", "C", "C", "C", "H", "H", "H", "H", "H", "H", "N", "N", "O"],
  "positions_angstrom": [[0.35, -0.42, 1.77], [0.32, -1.27, 0.54], [0.03, -0.17, -0.48], [-0.68, 1.66, -0.96], [-0.38, 0.92, 0.10], [1.35, -0.43, 2.11], [-0.44, -0.64, 2.40], [1.43, -1.34, 0.16], [-0.42, -1.98, 0.40], [0.30, -0.66, -2.59], [-1.09, 2.61, -0.94], [-0.31, -0.25, -1.74], [-0.74, 0.90, -2.14], [0.28, 1.07, 1.35]]
}

***

[15]
{
  "formula": "C5H6N2O",
  "method": "ωB97M-V/def2-TZVPD",
  "multiplicity": 1,
  "max_force_ev_per_a": 7.33,
  "orbital_gap_ev": 8.966,
  "lumo_energy_ev": 0.005,
  "e_homo_ev": -9.0,
  "total_energy_ha": -378.68608,
  "symbols": ["C", "C", "C", "C", "C", "H", "H", "H", "H", "H", "H", "N", "N", "O"],
  "positions_angstrom": [[-0.91, 0.05, -0.20], [-2.21, -0.24, -0.31], [-0.33, 1.46, 0.13], [0.96, 1.54, -0.06], [1.33, 0.12, -0.15], [-0.14, -1.72, 1.14], [-2.38, -1.31, -0.54], [-3.03, 0.19, 0.19], [-0.97, 2.24, 0.71], [1.88, 2.15, -0.07], [2.57, -1.43, -0.35], [0.19, -0.75, -0.53], [2.66, -0.27, -0.20], [0.38, -2.04, 0.25]]
}

***

[16]
{
  "formula": "C5H6N2O",
  "method": "ωB97M-V/def2-TZVPD",
  "multiplicity": 1,
  "max_force_ev_per_a": 5.44,
  "orbital_gap_ev": 7.526,
  "lumo_energy_ev": -0.808,
  "e_homo_ev": -8.3,
  "total_energy_ha": -378.71517,
  "symbols": ["C", "C", "C", "C", "C", "H", "H", "H", "H", "H", "H", "N", "N", "O"],
  "positions_angstrom": [[0.27, -0.72, -0.18], [-1.01, -1.19, -0.20], [-1.87, -0.03, -0.14], [-0.98, 1.17, -0.09], [0.26, 0.81, -0.22], [2.09, -1.16, -0.71], [1.22, -2.43, 0.24], [-1.38, -2.21, 0.07], [-1.44, 2.09, 0.03], [0.92, 2.50, 0.99], [2.23, 0.90, 0.08], [1.42, -1.36, 0.19], [1.37, 1.56, -0.14], [-3.10, 0.08, 0.07]]
}

***

[17]
{
  "formula": "C5H6N2O",
  "method": "ωB97M-V/def2-TZVPD",
  "multiplicity": 1,
  "max_force_ev_per_a": 8.93,
  "orbital_gap_ev": 8.359,
  "lumo_energy_ev": 0.566,
  "e_homo_ev": -7.8,
  "total_energy_ha": -378.68938,
  "symbols": ["C", "C", "C", "C", "C", "H", "H", "H", "H", "H", "H", "N", "N", "O"],
  "positions_angstrom": [[-0.96, -0.45, 0.42], [-1.61, -0.78, -1.56], [0.12, 0.15, -0.29], [1.42, 0.51, 0.13], [1.67, 1.04, 1.31], [-2.05, -0.73, 1.72], [-2.03, -0.97, -2.43], [0.34, 0.31, -2.30], [2.35, 0.49, -0.68], [3.05, 0.91, 1.30], [0.94, 1.51, 2.32], [-1.92, -0.99, -0.21], [-0.26, -0.33, -1.53], [-1.05, -0.67, 1.80]]
}